Record 1
A structure of composition C9H27InO12P3, computed with ωB97M-V/def2-TZVPD.

Element x y z (Å)
In (-0.793549, 1.114376, -0.547627)
C (-2.051605, -3.198402, -1.719216)
O (-1.075822, -3.884195, -0.903516)
P (-0.048956, -3.020744, 0.047741)
O (-0.495411, -1.633879, 0.398877)
O (0.212657, -3.976528, 1.329924)
C (0.715503, -3.307041, 2.535521)
O (1.350780, -3.168510, -0.748670)
C (1.783170, -4.452937, -1.027336)
H (-1.862509, -2.188481, -2.083071)
H (-2.971536, -3.154222, -1.136225)
H (-2.213135, -3.808099, -2.608192)
H (0.841003, -2.228305, 2.442326)
H (1.735840, -3.686251, 2.592198)
H (0.175601, -3.566014, 3.446311)
H (2.854574, -4.431933, -0.827936)
H (1.695203, -4.578243, -2.106526)
H (1.268902, -5.287890, -0.551421)
C (2.990521, 2.038028, -3.517944)
O (2.917429, 0.644619, -3.832103)
P (2.643590, -0.508420, -2.680019)
O (1.586383, -0.133006, -1.720673)
O (2.414809, -1.891427, -3.483145)
C (3.431513, -2.284494, -4.419068)
O (4.125228, -0.603259, -2.013094)
C (4.369241, -1.352092, -0.900971)
H (2.470383, 2.243471, -2.582346)
H (2.363696, 2.477724, -4.293749)
H (4.059015, 2.203648, -3.380157)
H (3.559603, -3.366885, -4.429690)
H (4.348467, -1.739358, -4.195212)
H (3.024615, -1.876759, -5.344426)
H (5.324890, -1.871296, -0.973454)
H (3.600565, -2.122996, -0.846673)
H (4.427413, -0.636849, -0.080510)
C (-2.906743, 3.087253, 4.981229)
O (-2.434731, 2.744421, 3.695521)
P (-2.784129, 3.630941, 2.398059)
O (-2.217228, 2.980346, 1.203918)
O (-4.413566, 3.843080, 2.474639)
C (-5.279021, 2.718079, 2.182027)
O (-2.207109, 5.095768, 2.742202)
C (-2.594644, 6.257378, 2.151446)
H (-3.176337, 2.158195, 5.483495)
H (-3.856412, 3.620758, 4.941388)
H (-2.253222, 3.687488, 5.614262)
H (-6.109989, 3.205468, 1.672086)
H (-5.621248, 2.285774, 3.122280)
H (-4.808100, 2.050768, 1.460204)
H (-3.315226, 6.694100, 2.842907)
H (-3.006654, 6.187157, 1.144757)
H (-1.793712, 6.989672, 2.049651)

Force components x, y, z for each atom (eV/Å):
In 0.1293 -0.5126 0.3304
C -0.9917 -0.5003 -0.3579
O 1.8692 1.8445 1.3706
P -1.2351 -1.5359 -0.1174
O 0.7144 -0.5127 -0.7829
O -1.0380 1.9254 -0.8796
C 1.3136 -0.1427 -0.0855
O -2.0140 2.0056 1.2439
C 1.1814 -1.5012 -1.2868
H 0.8433 0.0665 0.4612
H -0.1256 -0.0884 -0.0177
H 0.0379 -0.1802 0.2630
H -0.5915 -0.0519 -0.2653
H 0.0540 -0.2875 0.4484
H -0.3046 -0.2706 -0.4506
H 0.1277 -0.4306 0.1892
H 0.0187 -0.1457 -0.2624
H 0.0079 0.3510 0.3188
C -0.5579 -0.4747 0.4279
O -1.0415 -3.4770 1.8739
P 2.1910 0.7010 -3.4868
O -0.6537 -0.1007 0.7306
O -0.4575 1.9574 2.6568
C 0.2408 0.8186 -1.1066
O -1.8560 1.6441 -2.4346
C 0.0494 -1.4031 1.2471
H 0.1253 -0.0186 0.3076
H 1.0418 0.6478 -0.1958
H -0.1845 0.9897 -0.5224
H -0.1600 0.2360 0.1115
H 0.1771 -0.4316 -0.1141
H 0.4644 -0.5789 -0.4272
H 0.3233 0.1808 -0.1437
H 0.0116 0.0209 0.7899
H -0.0494 -0.3962 0.5463
C -1.6854 -0.2512 1.3275
O 0.4482 1.0024 -1.7728
P -2.1802 0.3715 2.6931
O 0.6535 -0.1399 -0.7657
O 3.0517 -0.0189 -0.3550
C -0.3320 0.7315 -0.4454
O 0.6063 -3.6190 -0.0628
C -0.7451 2.5684 -1.0989
H 0.5239 -0.0691 0.0471
H 0.0134 0.3288 -0.3265
H 0.5816 -0.1359 -0.4250
H -0.2486 -0.2664 0.0941
H 0.1589 -0.2311 -0.2073
H -0.0174 -0.2532 0.3626
H -0.5077 0.4589 -0.0909
H -0.4317 -0.5056 0.1353
H 0.4496 -0.3195 0.5108

As for the energy relative to the best compared isomer or geometry (same formula, charge and spin): 1.665 eV. For the lowest unoccupied orbital energy, the calculation gives -16.43 eV. The multiplicity is 1. As for the total charge: +3. Its molecular weight is 535.0 g mol⁻¹. The orbital gap is 0.0699 hartree.

Here are the Mulliken charges for atoms 1 to 2, given in e: In 1.318; C -0.627



Record 2
A structure of composition C15H24CrN4O5, computed with ωB97M-V/def2-TZVPD.

Element x y z (Å)
O (3.706471, 2.186922, -2.021243)
H (4.055832, 2.639849, -2.808196)
Cr (-0.369461, 0.121575, -0.125000)
N (-2.150850, -0.570714, -0.999684)
N (0.107218, -0.567747, -1.983510)
O (-3.489656, -0.556108, -0.512229)
O (1.368069, -0.567530, -2.625054)
C (-2.132979, -0.980095, -2.258544)
C (-0.838207, -1.036836, -2.794122)
C (-3.344107, -1.394083, -2.987259)
C (-0.546483, -1.546318, -4.144065)
H (-4.256140, -0.948677, -2.596910)
H (-3.480339, -2.481469, -2.979396)
H (-3.276125, -1.126574, -4.044776)
H (0.485849, -1.872621, -4.243593)
H (-0.739823, -0.800429, -4.923252)
H (-1.192650, -2.394084, -4.389938)
H (-3.387151, -0.366465, 0.441159)
H (1.932226, -0.048276, -2.019038)
O (-0.203242, -2.387347, 0.499111)
H (-1.065576, -2.319411, 0.021596)
H (0.428011, -2.325161, -0.257495)
C (2.429668, 2.776212, -1.673105)
H (2.283446, 2.542292, -0.605748)
H (1.616507, 2.292948, -2.253000)
H (2.363647, 3.876791, -1.803770)
O (-1.219769, 1.987094, -0.298922)
H (-2.046402, 1.747438, -0.793128)
H (-1.595618, 2.126933, 0.611925)
C (-2.547436, 0.427519, 3.823116)
C (-1.543148, -0.001918, 4.688373)
C (-0.300455, -0.269618, 4.149542)
C (-0.036887, -0.079752, 2.790956)
N (-1.029868, 0.284412, 1.936335)
C (-2.261551, 0.536877, 2.462216)
C (1.319251, -0.145459, 2.257321)
C (2.436657, -0.259675, 3.088541)
C (3.719220, -0.082399, 2.605041)
C (3.871119, 0.184186, 1.243806)
C (2.729949, 0.220523, 0.454719)
N (1.470352, 0.053856, 0.921026)
H (-3.533108, 0.685576, 4.205011)
H (-1.685044, -0.093227, 5.758850)
H (0.514677, -0.599032, 4.775738)
H (-3.046105, 0.897678, 1.790596)
H (2.261134, -0.460504, 4.133971)
H (4.555984, -0.139497, 3.287236)
H (4.843827, 0.378966, 0.797424)
H (2.819085, 0.453363, -0.602632)

Force components x, y, z for each atom (eV/Å):
O -0.4215 0.8309 -0.2935
H -0.2715 -0.3399 0.4314
Cr -0.7261 -1.7592 -0.6946
N 0.3452 0.2579 1.6598
N 0.7648 0.8509 1.6845
O 0.0399 0.6558 1.0488
O 0.5097 0.5223 0.5590
C 1.5338 -0.3091 -1.0262
C -1.6304 0.0368 0.0030
C -0.6413 -0.4031 -0.8724
C -0.1115 -0.4224 -0.9786
H 0.1378 0.0064 0.0676
H -0.0272 0.0049 0.1617
H 0.0660 0.0682 0.0684
H -0.0489 0.0275 0.0136
H 0.1440 0.0660 0.0345
H 0.0694 0.0134 0.0899
H -0.0526 -0.3799 -0.6601
H -0.3405 -0.4493 -0.5864
O -0.1971 0.1153 -1.2329
H 0.6218 -0.1434 0.4855
H -0.4685 -0.1963 0.7349
C -0.0285 -0.3083 0.0919
H -0.0487 0.2673 -0.4524
H 0.3086 0.3084 0.2206
H 0.3012 -0.6373 -0.0206
O -1.9488 0.7575 0.7263
H 1.0577 0.2314 0.0567
H 0.8441 0.1272 -0.8416
C -0.9455 0.5014 -1.4151
C 1.6454 -0.4556 0.0932
C -0.6347 0.0976 0.8910
C 1.9154 -0.2445 -0.2856
N -1.1820 0.3259 -1.0003
C 0.4013 -0.1555 1.1317
C -1.7563 0.1245 0.7106
C 1.0376 -0.0817 0.2348
C -1.1069 -0.2918 0.7222
C -0.1581 0.1785 -1.1302
C 0.1512 0.0172 0.4036
N 0.5441 0.5660 -0.9352
H 0.1721 -0.0602 -0.2533
H -0.1688 -0.0527 -0.1273
H -0.1927 -0.0015 0.1847
H 0.2195 -0.1066 0.0509
H 0.2760 0.0637 0.0238
H 0.0796 0.0048 -0.0883
H -0.2756 -0.0935 0.0415
H 0.1976 -0.1357 0.2685

As for the energy relative to the best compared isomer or geometry (same formula, charge and spin): 0.000 eV. For the lowest unoccupied orbital energy (spin up / spin down), the calculation gives 0.22 / 0.12 eV. The multiplicity is 5. As for the total charge: 0. Its molecular weight is 392.4 g mol⁻¹. The orbital gap (spin up / spin down) is 0.1875 / 0.2174 hartree.

Here are the Mulliken charges for atoms 1 to 2, given in e: O -0.514; H 0.300



Record 3
A structure of composition H30O19SV, computed with ωB97M-V/def2-TZVPD.

Element x y z (Å)
V (-2.043499, 1.721379, 2.078651)
S (0.323503, 0.011869, 0.158322)
O (-0.571026, 0.723351, 1.101431)
O (1.253019, -0.741093, 0.923011)
O (-0.569326, -0.875613, -0.598194)
O (0.960073, 0.943560, -0.759987)
O (-0.397089, 1.383200, 3.578510)
H (0.136318, 0.784191, 3.050305)
H (-0.204257, 1.108362, 4.484704)
O (1.079151, 2.742766, -2.499739)
H (1.345504, 2.401455, -3.336747)
H (1.100718, 1.957608, -1.925098)
O (3.774158, -0.275564, 0.920872)
H (4.230424, -0.597122, 0.132230)
H (2.847821, -0.473183, 0.968959)
O (-0.988360, -3.052558, 1.992564)
H (-0.108620, -3.405892, 2.224181)
H (-1.107966, -3.249446, 1.026613)
O (-2.803925, 2.333747, 0.148482)
H (-3.564554, 1.859921, -0.260350)
H (-3.031588, 3.276781, 0.227333)
O (2.765095, 2.396031, 0.226759)
H (2.147429, 1.859777, -0.249750)
H (3.545132, 1.824545, 0.211391)
O (1.334884, -1.024536, 3.429958)
H (1.285490, -0.767162, 2.518691)
H (0.479022, -1.360732, 3.650671)
O (-2.894693, -3.058443, -2.447831)
H (-3.801403, -3.138419, -2.393897)
H (-2.607845, -2.384169, -1.836731)
O (2.384371, -2.962219, 1.557735)
H (2.020376, -2.065095, 1.352136)
H (3.234020, -2.638890, 1.858580)
O (-1.482052, -0.383549, -3.061948)
H (-1.179678, -0.462520, -2.133725)
H (-1.957023, -1.207933, -3.231055)
O (-1.680624, 2.528595, -2.310769)
H (-1.969214, 2.108157, -1.506095)
H (-0.802253, 2.299653, -2.527868)
O (-2.927441, -0.976616, 0.057554)
H (-3.221688, -0.409797, -0.667313)
H (-2.000870, -1.010918, -0.202603)
O (2.466669, -0.068928, -2.714667)
H (1.938295, 0.353303, -2.004722)
H (1.902507, -0.709375, -3.146822)
O (-0.707516, 3.526427, 1.879537)
H (-0.459037, 3.962167, 2.699219)
H (-0.359073, 3.927893, 1.097813)
O (0.071659, -3.101092, -1.537094)
H (-0.118352, -2.294177, -1.043822)
H (0.933336, -3.339694, -1.159383)

Force components x, y, z for each atom (eV/Å):
V 2.7360 -0.4445 -1.0728
S -2.1764 0.6006 -1.8944
O -0.7855 1.2066 1.1896
O 0.8224 -0.3828 0.4703
O 0.6830 0.4221 0.0716
O -0.9441 -0.8147 0.9398
O -1.0998 0.3797 0.6307
H 0.6455 -0.3539 -0.4310
H -0.1983 0.0944 0.0127
O -0.4367 0.2741 0.4938
H 0.5155 -0.2556 -1.1148
H -0.0737 0.8843 -0.4282
O 2.2638 0.6193 0.4539
H -0.8029 -0.1909 0.1247
H -0.3069 -0.1344 -0.8718
O 0.2216 -0.2130 -0.9106
H -0.3534 0.1357 -0.4024
H 0.3285 0.1617 1.2805
O -1.1905 -0.2081 1.1345
H 0.5185 0.5506 0.2715
H -0.0625 -0.2076 -0.6620
O 1.2698 0.7933 0.6675
H -0.4949 -0.0653 -0.2216
H 0.0313 0.1883 0.4013
O 0.4749 0.8912 1.9278
H -0.0546 -0.0859 -0.8714
H -0.7596 -0.7381 0.0477
O 2.9949 -0.0453 -0.8423
H -2.9943 -0.0943 0.3716
H -0.1668 -0.0378 0.5576
O -0.2334 0.9739 -0.3360
H -0.1453 -1.9410 -0.0502
H 0.6785 -0.5365 0.3460
O -0.3304 0.0251 0.4300
H 0.0950 -0.0150 -0.8857
H 0.2088 -0.0441 -0.2502
O -2.5550 1.1628 0.1136
H 0.7625 -0.3378 -0.2246
H 1.8762 -0.3977 -0.2009
O -1.8022 0.8187 0.0634
H -0.5573 -0.2061 -0.0988
H 1.1117 -0.3059 0.5228
O 0.3022 0.4636 0.3045
H 0.4477 -0.8751 -0.7643
H -0.3457 -0.1682 0.0056
O -1.8701 -1.1863 1.0702
H 0.5151 0.2506 -0.3252
H 0.7403 0.5103 -0.7184
O 0.7664 -0.8330 0.2633
H -0.0697 -0.0167 -0.2915
H -0.1998 -0.2713 -0.2972

As for the energy relative to the best compared isomer or geometry (same formula, charge and spin): 1.211 eV. For the lowest unoccupied orbital energy (spin up / spin down), the calculation gives -2.88 / -2.92 eV. The multiplicity is 4. As for the total charge: 0. Its molecular weight is 417.2 g mol⁻¹. The orbital gap (spin up / spin down) is 0.2593 / 0.2579 hartree.

Here are the Mulliken charges for atoms 1 to 2, given in e: V 0.767; S -0.144